{"formula": "C24H60F4K3N2O24P4S4", "method": "ωB97M-V/def2-TZVPD", "spin_multiplicity": 2, "orbital_gap_ev": [3.5, 8.5], "e_lumo_ev": [-1.203, -1.012], "e_homo_ev": [-4.7, -9.5], "e_tot_ha": -8023.3678, "max_force_ev_per_a": 9.6, "elements": ["K", "K", "K", "N", "S", "O", "O", "F", "S", "O", "O", "F", "N", "S", "O", "O", "F", "S", "O", "O", "F", "C", "C", "O", "P", "O", "O", "C", "C", "O", "C", "C", "H", "H", "H", "H", "H", "H", "H", "H", "H", "H", "H", "H", "H", "H", "H", "C", "C", "O", "P", "O", "O", "C", "C", "O", "C", "C", "H", "H", "H", "H", "H", "H", "H", "H", "H", "H", "H", "H", "H", "H", "H", "C", "C", "O", "P", "O", "O", "C", "C", "O", "C", "C", "H", "H", "H", "H", "H", "H", "H", "H", "H", "H", "H", "H", "H", "H", "H", "C", "C", "O", "P", "O", "O", "C", "C", "O", "C", "C", "H", "H", "H", "H", "H", "H", "H", "H", "H", "H", "H", "H", "H", "H", "H"], "positions_angstrom": [[13.049, 23.068, -9.211], [9.420, 22.446, -9.375], [8.059, 25.526, -4.066], [11.102, 23.526, -7.344], [11.279, 25.083, -6.648], [12.616, 25.641, -6.500], [10.209, 25.647, -5.798], [10.971, 25.688, -8.061], [11.070, 22.952, -5.962], [9.688, 22.894, -5.358], [12.286, 23.060, -5.105], [11.118, 21.366, -6.343], [6.049, 24.331, -5.613], [6.576, 24.372, -7.285], [6.171, 25.516, -8.058], [6.893, 23.236, -8.026], [8.129, 24.798, -6.978], [4.587, 24.513, -5.845], [3.958, 23.509, -6.696], [3.917, 25.804, -5.868], [4.294, 24.045, -4.284], [4.525, 33.055, -9.744], [4.752, 31.506, -10.107], [6.016, 31.077, -9.707], [7.312, 31.117, -10.613], [7.219, 31.011, -12.084], [8.082, 32.448, -10.147], [9.098, 33.010, -10.964], [9.159, 34.527, -10.880], [8.261, 29.980, -9.885], [8.284, 28.671, -10.240], [8.557, 27.765, -9.061], [5.108, 33.668, -10.431], [3.518, 33.472, -9.702], [4.869, 33.323, -8.745], [4.058, 31.034, -9.412], [4.580, 31.021, -11.068], [10.024, 32.449, -10.837], [8.810, 32.667, -11.958], [9.947, 34.797, -11.584], [8.278, 35.157, -11.004], [9.393, 34.725, -9.834], [7.242, 28.450, -10.475], [8.798, 28.475, -11.181], [8.344, 28.218, -8.093], [8.047, 26.821, -9.255], [9.606, 27.472, -9.106], [15.865, 23.613, -11.520], [16.379, 25.141, -11.402], [15.455, 26.192, -11.728], [14.464, 26.712, -10.644], [13.746, 25.547, -10.063], [13.568, 27.887, -11.297], [12.555, 27.461, -12.195], [11.293, 28.205, -11.779], [15.369, 27.508, -9.528], [14.921, 27.508, -8.263], [14.153, 28.837, -8.048], [15.689, 23.361, -12.566], [16.792, 23.084, -11.300], [15.150, 23.288, -10.764], [16.738, 25.163, -10.373], [17.221, 25.206, -12.092], [12.812, 27.633, -13.240], [12.324, 26.409, -12.026], [11.269, 29.224, -12.163], [10.449, 27.609, -12.126], [11.110, 28.439, -10.730], [14.180, 26.760, -7.980], [15.767, 27.480, -7.576], [14.683, 29.772, -8.231], [13.331, 28.753, -8.758], [13.710, 28.800, -7.053], [12.754, 22.121, 0.130], [12.989, 21.546, -1.291], [13.297, 20.192, -1.413], [12.469, 19.207, -2.426], [12.929, 17.798, -2.486], [12.483, 20.077, -3.833], [13.251, 19.655, -4.925], [14.815, 19.467, -4.757], [10.987, 19.274, -1.767], [10.156, 18.159, -1.909], [8.903, 18.817, -1.247], [12.368, 23.137, 0.208], [12.001, 21.497, 0.611], [13.581, 21.985, 0.827], [12.143, 21.820, -1.921], [13.845, 22.094, -1.685], [12.836, 18.749, -5.365], [12.978, 20.374, -5.698], [14.999, 18.583, -4.145], [15.327, 19.210, -5.684], [15.206, 20.414, -4.384], [9.863, 17.781, -2.889], [10.529, 17.227, -1.485], [9.090, 18.936, -0.180], [8.626, 19.798, -1.634], [8.138, 18.055, -1.099], [5.626, 16.057, -4.097], [6.641, 16.919, -3.342], [6.717, 18.263, -3.933], [7.395, 18.685, -5.390], [7.743, 20.088, -5.354], [8.565, 17.628, -5.608], [9.836, 18.020, -6.253], [9.954, 16.910, -7.303], [6.296, 18.257, -6.571], [6.093, 18.963, -7.780], [7.145, 18.825, -8.898], [5.841, 16.161, -5.161], [5.666, 14.980, -3.937], [4.610, 16.439, -3.988], [6.309, 17.067, -2.314], [7.599, 16.408, -3.240], [10.029, 19.042, -6.579], [10.536, 17.858, -5.434], [9.456, 16.003, -6.958], [9.553, 17.172, -8.282], [11.026, 16.734, -7.390], [5.088, 18.843, -8.184], [6.068, 20.001, -7.449], [7.084, 17.832, -9.343], [6.806, 19.436, -9.734], [8.129, 19.122, -8.534]], "atomic_forces_ev_per_a": [[0.345, 0.569, 0.290], [-0.708, 0.167, 0.602], [0.376, -0.427, -0.537], [0.679, 1.939, -3.739], [0.338, 2.587, 1.189], [-0.539, -1.002, 0.034], [1.044, -0.124, -1.177], [-0.957, 0.871, -1.384], [-2.176, -4.285, 8.301], [3.258, 0.764, -0.792], [-2.124, -0.469, -1.563], [0.471, -0.062, -0.854], [5.563, 0.035, -4.156], [3.442, 4.107, 0.883], [-1.058, -0.678, 1.096], [-0.704, -3.572, -0.768], [-1.161, 0.062, 0.865], [-9.067, -0.214, 2.036], [1.313, 0.961, 0.629], [1.848, -1.066, -0.089], [-0.306, 0.204, -0.903], [0.877, -0.417, -1.174], [-2.112, 1.250, 1.593], [2.017, -0.285, 0.220], [2.219, -0.351, 0.481], [-0.556, -0.291, 0.904], [-1.148, -0.594, 1.087], [-1.230, -0.706, -2.098], [0.608, -0.751, 1.165], [-0.063, 4.432, 0.063], [-2.981, -2.041, -0.591], [1.647, -0.605, -0.920], [-0.043, 0.150, -0.052], [-0.348, -0.742, -0.661], [0.507, -0.753, 0.093], [0.070, -0.491, -0.073], [-0.428, 1.178, -0.472], [0.400, 0.626, 0.773], [0.098, 0.542, -0.512], [0.061, 0.509, 0.329], [-0.363, -0.758, -0.734], [0.761, 0.409, -0.037], [-0.323, -0.434, -0.488], [0.529, 0.050, 0.345], [-0.273, -0.152, -0.241], [-0.369, 0.136, 0.512], [0.263, 0.162, 0.549], [1.506, 1.776, -0.377], [-0.573, -2.523, 0.192], [0.823, 0.198, -0.686], [-0.148, 0.766, 2.091], [-0.256, 0.495, -0.167], [2.400, -1.457, 0.598], [-1.767, 0.078, 0.904], [-0.434, 0.637, -0.618], [0.116, -1.957, -5.304], [-1.465, 2.409, 4.050], [-0.477, -0.969, 0.134], [-0.796, -0.057, 0.223], [0.088, -0.200, 0.180], [-0.161, 0.329, -0.545], [-0.007, 0.857, -0.006], [-0.177, 0.362, 0.092], [0.224, 0.083, 0.157], [0.388, -0.214, -0.214], [-0.139, -0.115, -0.694], [-0.170, 0.390, -0.198], [0.635, -0.935, 0.360], [0.398, -0.544, -0.326], [0.134, -0.327, -0.085], [0.266, -0.258, 0.074], [-0.232, 0.432, 0.009], [0.043, 0.313, 0.067], [-0.527, -1.975, 0.560], [0.109, 2.885, -0.060], [-0.694, -2.479, -0.451], [0.487, 0.518, 0.597], [0.059, 1.509, -0.326], [-0.371, -1.134, 2.907], [1.119, -0.677, -2.216], [-1.720, 0.222, 0.174], [3.136, 0.818, -1.860], [-3.077, 0.366, 0.785], [0.203, -2.289, 1.412], [0.297, 0.030, -0.625], [-0.423, -0.039, -0.034], [0.474, 0.270, -0.411], [-0.104, -0.060, -0.006], [0.053, 0.015, -0.303], [-0.030, -0.532, 0.436], [0.623, 0.353, 0.193], [0.067, 0.432, 0.583], [-0.423, 0.336, -0.395], [0.341, -0.316, 0.308], [0.445, 0.980, -0.844], [0.232, 0.429, 0.914], [0.729, 0.538, 0.106], [-0.160, -0.563, -0.473], [-0.774, 0.297, -0.994], [0.268, 0.476, -0.866], [-0.785, -0.093, -0.219], [0.890, -0.795, -1.679], [-2.028, -1.473, 0.726], [0.280, 0.731, -0.499], [-0.491, 1.638, 0.245], [-0.338, -2.198, 0.635], [1.090, 0.697, -0.018], [1.008, -1.004, 1.527], [0.399, 2.285, 0.065], [-1.201, -0.480, 0.405], [0.053, 0.029, -0.161], [0.072, 0.125, 0.609], [0.026, -0.110, 0.267], [-0.070, 0.371, -0.102], [0.315, 0.355, -0.545], [-1.029, 0.139, -0.059], [0.302, -0.068, -0.201], [0.188, 0.141, 0.086], [-0.037, 0.111, 0.093], [0.051, -0.372, -0.429], [-0.005, -0.885, 0.301], [0.183, 0.410, -0.370], [0.637, -0.296, 0.361], [0.153, 0.540, 0.149], [0.082, -0.215, -0.236]], "lowdin_spin": [0.163, 0.164, 0.010, 0.116, 0.159, 0.044, 0.093, 0.008, 0.081, 0.024, 0.073, 0.017, 0.001, 0.004, 0.000, 0.005, 0.001, 0.000, 0.000, 0.000, 0.000, 0.000, 0.000, 0.000, 0.000, 0.000, 0.000, 0.000, 0.000, 0.000, 0.000, 0.000, 0.000, 0.000, 0.000, 0.000, 0.000, 0.000, 0.000, 0.000, 0.000, 0.000, 0.000, 0.000, 0.000, 0.000, 0.000, 0.003, 0.000, 0.000, 0.000, 0.007, 0.000, 0.000, 0.000, 0.000, 0.001, 0.000, 0.000, 0.000, 0.004, 0.000, 0.000, 0.000, 0.001, 0.000, 0.000, 0.000, 0.001, 0.000, 0.000, 0.000, 0.000, 0.000, 0.000, 0.000, 0.000, 0.000, 0.002, 0.002, 0.000, 0.000, 0.000, 0.000, 0.000, 0.000, 0.000, 0.000, 0.000, 0.000, 0.002, 0.000, 0.000, 0.000, 0.000, 0.000, 0.000, 0.000, 0.000, 0.000, 0.000, 0.000, 0.000, 0.001, 0.000, 0.000, 0.000, 0.000, 0.000, 0.002, 0.000, 0.000, 0.000, 0.000, 0.000, 0.001, 0.000, 0.000, 0.000, 0.000, 0.000, 0.000, 0.000, 0.001, 0.002]}